Computed, not measured: the molecule C4H8N2, with ωB97M-V with the def2-TZVPD basis set.

The energy relative to the best compared isomer or geometry (same formula, charge and spin) comes out at 335.0 kJ/mol. The LUMO energy (spin up / spin down) comes out at 0.262 / 0.099 eV. The calculation puts the electronic energy at -7254.40362 eV.

Each atom is followed by the atoms it is bonded to, with distances in Å.
Positions of all 14 atoms, in Å:
1 H -2.451 -0.196 -0.160  C11 1.093
2 N 2.506 0.612 0.385  C9 1.257
3 H -1.113 1.399 1.248  C7 1.092
4 N -0.354 -0.018 -0.090  C7 1.459, C10 1.309, C11 1.457
5 H -1.546 -1.700 -0.482  C11 1.092
6 H -1.649 -1.060 1.176  C11 1.096
7 C -0.272 1.286 0.561  H3 1.092, N4 1.459, H12 1.094, H14 1.104
8 H 0.490 -1.499 -1.172  C10 1.093
9 C 2.111 -0.144 -0.538  N2 1.257, C10 1.487, H13 1.114
10 C 0.685 -0.533 -0.697  N4 1.309, H8 1.093, C9 1.487
11 C -1.575 -0.788 0.117  H1 1.093, N4 1.457, H5 1.092, H6 1.096
12 H -0.300 2.080 -0.192  C7 1.094
13 H 2.749 -0.768 -1.204  C9 1.114
14 H 0.718 1.328 1.048  C7 1.104

Löwdin atomic charge list, values in e, 6 entries: 0.093, 0.051, 0.086, -0.219, 0.087, 0.098